Computed, not measured: a structure of composition C46H34IIrN3O2P2S3, with ωB97M-V/def2-TZVPD.

Each line ends with the Löwdin charge.
Cartesian coordinates (Å):
Ir: -0.3058 0.4712 0.3984  0.519
O: 2.7380 1.7430 0.3434  -0.371
S: 1.9910 0.5162 0.6085  0.778
C: 2.4514 -0.0352 2.2358  -0.348
C: 3.8003 -0.0408 2.5626  -0.055
C: 4.1702 -0.2419 3.8819  -0.025
C: 3.1910 -0.3666 4.8579  -0.023
C: 1.8448 -0.3256 4.5225  -0.060
C: 1.4469 -0.1869 3.1948  -0.312
P: -0.3198 -0.1961 2.6956  0.995
C: -0.8986 -1.9109 2.9331  -0.367
C: -2.1259 -2.2488 2.3617  -0.099
C: -2.6414 -3.5252 2.5213  -0.058
C: -1.9417 -4.4716 3.2621  -0.057
C: -0.7358 -4.1317 3.8541  -0.061
C: -0.2072 -2.8563 3.6829  -0.103
C: -1.2787 0.6151 4.0152  -0.323
C: -1.4201 -0.0283 5.2521  -0.092
C: -2.1960 0.5359 6.2486  -0.052
C: -2.8693 1.7292 6.0191  -0.050
C: -2.7610 2.3562 4.7890  -0.052
C: -1.9696 1.8015 3.7921  -0.097
C: 2.5021 -0.6917 -0.6306  -0.339
C: 3.5477 -1.5810 -0.4820  -0.042
C: 3.8141 -2.4813 -1.5082  -0.033
C: 3.0478 -2.4771 -2.6630  -0.044
C: 2.0102 -1.5626 -2.8167  -0.066
C: 1.7260 -0.6646 -1.7993  -0.363
P: 0.4484 0.6328 -1.8932  1.004
C: 1.4219 2.0369 -2.5153  -0.358
C: 2.4851 1.7979 -3.3905  -0.070
C: 3.2216 2.8583 -3.8918  -0.047
C: 2.9090 4.1615 -3.5294  -0.043
C: 1.8648 4.4041 -2.6505  -0.040
C: 1.1258 3.3445 -2.1430  -0.092
C: -0.6561 0.1910 -3.2857  -0.333
C: -1.4522 -0.9778 -3.1600  -0.074
C: -2.3196 -1.3600 -4.2055  -0.048
C: -2.4774 -0.5912 -5.3123  0.002
C: -1.7964 0.7321 -5.4444  -0.199
C: -0.7759 0.9966 -4.3764  -0.003
H: 4.5462 0.1606 1.8035  0.125
H: 5.2173 -0.2593 4.1522  0.125
H: 3.4756 -0.4653 5.8973  0.125
H: 1.1041 -0.3675 5.3082  0.103
H: -2.6884 -1.5053 1.8090  0.045
H: -3.5965 -3.7794 2.0789  0.117
H: -2.3448 -5.4682 3.3890  0.116
H: -0.2022 -4.8554 4.4574  0.116
H: 0.7324 -2.6044 4.1591  0.100
H: -0.9497 -0.9852 5.4349  0.097
H: -2.2858 0.0343 7.2033  0.116
H: -3.4897 2.1586 6.7950  0.117
H: -3.2997 3.2751 4.5996  0.115
H: -1.9072 2.2916 2.8356  0.009
H: 4.1452 -1.5905 0.4197  0.111
H: 4.6141 -3.2006 -1.3929  0.124
H: 3.2601 -3.1859 -3.4524  0.121
H: 1.4228 -1.5495 -3.7274  0.120
H: 2.7426 0.7876 -3.6798  0.105
H: 4.0465 2.6636 -4.5645  0.117
H: 3.4807 4.9877 -3.9318  0.119
H: 1.6288 5.4163 -2.3475  0.118
H: 0.3408 3.5341 -1.4345  0.029
H: -1.3850 -1.5680 -2.2593  0.067
H: -2.8802 -2.2823 -4.1169  0.124
H: -3.1678 -0.8696 -6.0982  0.128
H: -1.3710 0.8581 -6.4394  0.159
H: -0.1674 1.8883 -4.4825  0.124
S: -2.6135 0.2891 -0.0570  0.605
C: -2.7091 1.7591 -1.0062  -0.676
C: -3.3598 1.7627 -2.2188  -0.018
C: -3.1554 2.8388 -3.1014  -0.144
C: -3.1946 2.4441 -4.4312  0.089
N: -2.9191 1.7817 -5.3434  0.264
C: -2.6188 4.0576 -2.6368  -0.152
C: -2.0716 4.0807 -1.3752  -0.033
C: -1.9945 2.8971 -0.6167  -0.630
S: -0.8532 2.7945 0.6887  0.742
C: -2.5053 5.1860 -3.5151  -0.144
N: -2.3843 6.0819 -4.2237  0.215
H: -3.8773 0.8760 -2.5647  0.134
H: -1.5911 4.9843 -1.0201  0.141
N: 1.4137 -3.7900 1.0460  0.218
C: 0.5519 -3.0794 0.3328  -0.586
O: 0.4395 -1.8554 0.5011  -0.145
C: -0.3221 -3.7758 -0.6765  -0.538
I: 0.4664 -5.5612 -1.5381  0.902
H: 1.9486 -3.3382 1.7705  0.129
H: 1.5055 -4.7861 0.9234  0.064
H: -0.5241 -3.0965 -1.4927  0.013
H: -1.2627 -4.0409 -0.1955  0.060

net charge = +2
ΔE to the lowest compared entry with this formula, charge and spin = 0.0000 eV
⟨S²⟩ = 0.790
2S+1 = 2



Computed, not measured: a structure of composition C46H36Cl2N10O5S2Sr, with ωB97M-V/def2-TZVPD.

Each line ends with the Löwdin charge.
Cartesian coordinates (Å):
Sr: -0.8351 1.9883 0.1773  1.365
Cl: 2.0571 -4.6874 2.9565  0.643
C: 1.1732 -3.5853 2.0240  -0.745
C: 1.5103 -2.1899 2.0686  -0.016
C: 0.7498 -1.1241 1.3665  -0.232
N: 0.9616 0.2168 1.6265  0.076
C: 1.4868 0.6441 2.7874  -0.515
O: 1.7940 -0.0140 3.7661  -0.018
C: 1.6641 2.1129 2.8467  -0.219
C: 2.5515 2.5721 3.7869  -0.002
C: 2.6897 3.9678 4.0163  -0.045
C: 1.8915 4.7889 3.2012  -0.069
C: 1.0760 4.1899 2.2475  -0.144
N: 0.9696 2.9004 2.0486  0.060
C: -0.1614 -1.6058 0.4299  -0.221
C: -0.5882 -2.9510 0.4489  -0.100
C: 0.0774 -3.8972 1.1629  -0.632
Cl: -0.5170 -5.5937 1.1253  0.542
N: -0.6812 -0.6223 -0.5216  0.000
C: -0.9685 -1.0662 -1.7545  -0.515
O: -0.5316 -2.1146 -2.2334  -0.012
C: -1.6821 -0.0079 -2.6320  -0.137
C: -1.8353 -0.1613 -3.9545  -0.009
C: -2.4078 0.9728 -4.7819  -0.092
C: -2.9724 2.0271 -4.2482  -0.052
C: -2.7947 2.3145 -2.7524  -0.199
N: -2.0792 1.2132 -1.9747  -0.178
H: 2.3067 -1.9145 2.7923  0.097
H: 3.0621 1.8488 4.4087  0.108
H: 3.4013 4.3924 4.6747  0.079
H: 1.9293 5.9011 3.2652  0.107
H: 0.3418 4.7496 1.6438  0.104
H: -1.2684 -3.3135 -0.2652  0.096
H: -1.5557 -1.0497 -4.4580  0.084
H: -2.7432 0.7631 -5.8548  0.110
H: -3.4984 2.7486 -4.7769  0.077
H: -2.4029 3.2816 -2.5877  0.106
N: -2.5136 4.2538 0.5905  -0.051
N: -1.8530 5.3914 0.1832  -0.069
C: -0.8858 5.2514 -0.8670  -0.770
O: -0.7011 6.3397 -1.4762  -0.076
O: -0.3888 4.1172 -1.0913  -0.187
H: -3.4432 4.0401 0.2449  0.056
H: -2.5072 4.1802 1.5963  0.072
H: -2.4765 6.2376 0.0595  0.145
S: -5.4714 2.6352 -1.5541  0.378
C: -3.8824 2.0433 -1.6677  -0.893
N: -3.2030 1.0965 -1.0507  0.025
N: 5.5765 -1.2233 -3.4464  0.166
C: 6.8176 -1.2373 -4.1390  -0.162
C: 7.6741 -2.2195 -4.5955  -0.050
C: 8.8367 -1.8666 -5.2251  -0.116
C: 9.1067 -0.5289 -5.5421  -0.108
C: 8.2383 0.4711 -5.1654  -0.031
C: 7.0965 0.1373 -4.4041  -0.168
N: 6.0705 0.9062 -3.7892  0.170
C: 5.2338 0.1131 -3.2936  -0.308
C: 4.1113 0.6888 -2.5677  -0.165
C: 3.2620 -0.1613 -1.8586  -0.001
C: 2.1692 0.3026 -1.1870  -0.076
N: 1.7826 1.6338 -1.1710  0.077
C: 2.5064 2.4182 -1.9401  -0.106
C: 3.7063 1.9947 -2.6344  0.003
H: 5.3536 -1.9138 -2.7558  0.142
H: 7.4998 -3.2780 -4.5119  0.104
H: 9.4004 -2.7133 -5.5054  0.082
H: 10.0727 -0.2979 -5.9991  0.097
H: 8.4641 1.5177 -5.1432  0.100
H: 3.5054 -1.1995 -1.9637  0.101
H: 1.5265 -0.3580 -0.6677  0.056
H: 2.3238 3.4947 -2.0642  0.115
H: 4.2865 2.7183 -3.1552  0.091
O: -2.3137 0.7828 2.1906  -0.616
S: -3.5963 -0.0391 2.0835  0.991
C: -3.2718 -1.6455 1.4054  -0.271
C: -4.6208 -2.2105 0.7914  -0.202
C: -4.9434 -3.5682 0.9014  -0.056
C: -6.1588 -4.0206 0.4388  -0.135
C: -7.0798 -3.1862 -0.1216  -0.126
C: -6.7476 -1.8511 -0.4155  -0.048
C: -5.5043 -1.3533 0.1008  -0.047
C: -3.6880 -0.3967 3.9262  -0.237
C: -2.6249 -1.3437 4.3861  -0.300
C: -2.9799 -2.6617 4.5478  -0.078
C: -2.0349 -3.6325 4.8634  -0.095
C: -0.7178 -3.2917 5.0286  -0.108
C: -0.3643 -1.9573 4.9195  -0.061
C: -1.2964 -0.9754 4.5782  -0.012
H: -2.5931 -2.2160 2.0653  0.100
H: -2.6996 -1.4385 0.5592  0.035
H: -4.3105 -4.2648 1.4802  0.119
H: -6.4280 -5.0585 0.6429  0.099
H: -8.0092 -3.6384 -0.3780  0.080
H: -7.4348 -1.0478 -0.7777  0.112
H: -5.3079 -0.3225 -0.1004  0.054
H: -4.6352 -0.6852 4.2086  0.055
H: -3.5472 0.5986 4.3180  0.085
H: -4.0374 -2.9101 4.3742  0.118
H: -2.1858 -4.7078 4.8264  0.100
H: -0.0124 -4.0557 5.3437  0.093
H: 0.6863 -1.6310 4.9796  0.100
H: -1.0083 0.0470 4.5158  0.105

net charge = -2
ΔE to the lowest compared entry with this formula, charge and spin = 4.6017 eV



F_max for every record listed, in sequence, given in eV/A: 1.256 4.619.